{"formula": "C26H46F2N3O16S2Y", "method": "the ωB97M-V functional and the def2-TZVPD basis", "species": ["Y", "N", "S", "O", "O", "F", "S", "O", "O", "F", "O", "C", "O", "C", "C", "C", "H", "H", "H", "H", "H", "H", "H", "H", "O", "C", "O", "C", "C", "C", "H", "H", "H", "H", "H", "H", "H", "H", "O", "C", "O", "C", "C", "C", "H", "H", "H", "H", "H", "H", "H", "H", "C", "C", "C", "C", "N", "H", "H", "H", "H", "H", "H", "H", "C", "C", "C", "C", "N", "H", "H", "H", "H", "H", "H", "H", "C", "C", "O", "C", "O", "O", "H", "H", "H", "H", "C", "C", "O", "C", "O", "O", "H", "H", "H", "H"], "xyz": [[1.285673, 2.096802, -3.630988], [0.530417, 0.657327, -2.237446], [-0.309934, -0.702912, -2.401924], [-1.766183, -0.593586, -2.287735], [0.356265, -1.892706, -2.035327], [-0.133713, -0.730550, -3.973542], [0.026194, 0.619909, -0.629897], [0.112102, -0.618798, 0.151092], [-0.995769, 1.569582, -0.204998], [1.227822, 1.402913, 0.003274], [-4.199372, 2.539907, -1.421469], [-4.432010, 1.699044, -0.506053], [-4.408028, 1.937272, 0.747154], [-4.447354, 3.258080, 1.308265], [-5.932482, 3.653902, 1.402744], [-4.590015, 0.220146, -0.828266], [-3.856933, 3.952140, 0.710115], [-4.105055, 3.257595, 2.343129], [-6.452197, 3.621484, 0.445169], [-6.061210, 4.674189, 1.764047], [-6.397254, 2.967513, 2.110524], [-3.564738, -0.080190, -1.044381], [-5.219910, -0.110399, -1.654151], [-5.091838, -0.152694, 0.064631], [0.783965, 3.706464, -1.894921], [0.351010, 4.639468, -1.196979], [1.040585, 5.531247, -0.444490], [2.414065, 5.564455, -0.264706], [2.985320, 4.557821, 0.837262], [-1.190708, 4.794837, -1.092243], [2.551344, 6.579798, 0.107224], [3.018033, 5.311148, -1.136002], [2.162052, 4.155085, 1.427285], [3.596145, 5.172277, 1.498644], [3.558333, 3.715246, 0.450206], [-1.692807, 4.055266, -1.715965], [-1.528118, 5.797936, -1.353114], [-1.530272, 4.591681, -0.076601], [4.166699, -6.641142, -1.334374], [3.059813, -6.143036, -1.172288], [2.389566, -5.307366, -1.912499], [3.048897, -4.534834, -2.805969], [2.237028, -4.461214, -4.087876], [2.221541, -6.684467, -0.070319], [3.903296, -4.978465, -3.317133], [3.333756, -3.558902, -2.412877], [1.351569, -3.889509, -3.810001], [1.803801, -5.362653, -4.521246], [2.787049, -4.017338, -4.917664], [1.192671, -6.330388, -0.134688], [2.698849, -6.507672, 0.893534], [2.072598, -7.734027, -0.324000], [-3.588847, -0.133165, 3.195925], [-3.208041, -1.439194, 2.462036], [-1.887985, -1.944550, 2.942723], [-1.795844, -2.181127, 4.432098], [-1.670709, -2.378755, 5.621235], [-4.529474, 0.232916, 2.784448], [-2.866618, 0.646734, 2.954627], [-3.702360, -0.211041, 4.277193], [-3.179398, -1.373737, 1.374378], [-4.076441, -2.024542, 2.764269], [-1.079186, -1.223998, 2.821269], [-1.580460, -2.823287, 2.375846], [3.949928, -0.954462, -0.326100], [5.005304, 0.086494, 0.206902], [5.533556, 1.215537, -0.744338], [4.330424, 1.795349, -1.340534], [3.408250, 2.236423, -1.839524], [2.904217, -0.670702, -0.444725], [3.949513, -1.813395, 0.344963], [4.223256, -1.264159, -1.334802], [5.759575, -0.529130, 0.696993], [4.609960, 0.694086, 1.020935], [5.997945, 0.844401, -1.657966], [6.096467, 1.967477, -0.191340], [-0.923824, -4.658357, -1.943072], [-1.829081, -4.983692, -3.003703], [-2.997243, -4.211812, -2.853604], [-3.015539, -3.587531, -1.731721], [-3.986060, -3.036209, -1.209105], [-1.801332, -3.912168, -1.121946], [-0.027476, -4.159566, -2.311672], [-0.584647, -5.572626, -1.456071], [-2.193189, -6.001362, -2.862742], [-1.227600, -4.850997, -3.902975], [1.679157, 3.888829, 4.078278], [0.251216, 3.567744, 3.411819], [0.553152, 2.354459, 2.739588], [1.518715, 1.676283, 3.436526], [1.883352, 0.478670, 3.149058], [2.108231, 2.487743, 4.274792], [1.547060, 4.227083, 5.106004], [2.467837, 4.416195, 3.541629], [0.095352, 4.313180, 2.631986], [-0.481669, 3.542273, 4.218253]], "forces_ev_per_angstrom": [[0.460, 1.680, 3.749], [-0.630, -0.235, 1.616], [-4.891, -5.622, -4.613], [3.536, 0.641, 0.492], [0.643, 0.375, 0.009], [0.551, 0.808, -1.444], [-0.492, 4.748, 10.894], [-0.282, 1.621, -3.185], [0.594, -1.902, -2.864], [1.346, -0.095, -1.165], [-0.438, -1.395, 2.477], [0.711, 1.322, -5.619], [0.112, -0.046, 2.655], [-1.364, 0.920, -0.292], [0.328, 0.139, -0.142], [-0.495, 0.731, 0.949], [-0.033, -0.120, -0.102], [0.532, -0.626, -0.270], [0.155, -0.230, -0.052], [0.188, -0.028, 0.198], [-0.198, 0.091, -0.111], [-0.275, -0.636, 0.551], [0.106, 0.855, -0.255], [0.750, -0.886, 0.038], [1.837, -1.005, -1.968], [-2.061, 1.830, 1.941], [-3.205, -2.737, -2.286], [2.945, -1.166, 1.534], [-1.097, 1.045, -0.293], [1.013, -0.101, -0.093], [0.418, -0.119, -0.419], [-0.497, 0.644, -0.532], [-0.002, -0.021, -0.050], [0.164, -0.293, 0.009], [-0.082, 0.280, -0.173], [0.146, 0.063, -0.064], [0.230, 0.061, 0.017], [0.285, 0.077, 0.165], [1.052, 0.299, -0.315], [-3.110, 0.575, -0.154], [0.354, -1.807, 2.689], [2.240, 1.106, -5.242], [-1.944, 1.226, 0.184], [-0.276, -1.235, 0.464], [0.960, -0.591, 1.483], [-0.342, -0.138, 0.222], [-0.141, 0.532, -0.708], [0.590, -0.626, 0.594], [0.042, 0.363, 0.321], [0.293, 0.875, -0.082], [-0.115, -0.329, 0.010], [0.527, -0.462, 0.599], [0.125, 0.672, -1.306], [-1.267, 1.080, 1.326], [0.980, -0.587, 1.433], [0.401, -1.471, 5.262], [-0.703, 1.177, -6.512], [-0.125, -0.031, 0.130], [0.220, 0.198, 0.240], [0.195, -0.354, -0.099], [-0.177, 0.295, 0.053], [0.452, -1.058, -0.413], [-0.068, 0.379, -0.507], [0.017, -0.287, 0.353], [0.528, 0.685, -0.305], [-0.967, -0.085, 0.550], [-1.354, -1.247, -0.313], [1.514, -0.019, 0.953], [-2.418, 0.126, -2.375], [0.051, 0.628, 0.471], [0.079, 0.037, -0.121], [0.410, -0.370, -0.063], [0.599, 0.477, -0.509], [-0.472, -0.445, 0.288], [0.899, -0.087, 0.264], [0.175, -0.073, -0.312], [0.269, 0.440, 1.859], [-0.826, -2.432, -2.214], [-0.517, 0.248, -3.339], [-1.814, 0.264, 3.490], [3.639, -1.057, -1.519], [0.439, 1.804, 2.248], [-0.258, 0.709, 0.572], [-0.092, 0.114, 0.506], [0.223, -0.185, -0.692], [-1.253, -0.022, -0.847], [-1.679, -2.056, 1.043], [3.045, 1.674, -0.060], [-0.553, -1.091, 0.471], [1.529, -4.379, -2.451], [-1.893, 5.407, 1.333], [0.738, 0.421, 0.382], [0.183, 0.510, -0.315], [-0.418, -0.023, -0.085], [-0.721, -0.022, 0.240], [-0.275, -0.418, -0.477]], "total_charge": 3, "fmax_ev_per_a": 11.9, "homo_lumo_gap_ev": [3.574, 1.855], "multiplicity": 2, "s2": 0.76}